Molecular formula: C39H51F12MoNO2Sb2Si2
Method: DFT, ωB97M-V/def2-TZVPD

Last column: Löwdin charge in e.
Geometry (Å):
Mo: -0.43958 -0.83666 1.08056  1.69
C: 2.07103 -2.56270 7.46841  -0.05
C: 1.95685 -2.00968 6.07259  -0.26
C: 2.43466 -0.74503 5.74601  -0.03
C: 2.27150 -0.22662 4.48262  -0.01
C: 1.58877 -0.92464 3.46388  -0.22
N: 1.26203 -0.29467 2.27203  -0.08
C: 1.94409 0.88172 1.95975  -0.32
C: 3.32810 0.90173 1.78149  -0.03
C: 3.99573 2.07498 1.48846  -0.03
C: 3.30861 3.27973 1.40244  -0.26
C: 4.01643 4.57675 1.11463  -0.04
C: 1.93066 3.26918 1.58819  0.02
C: 1.23634 2.08538 1.81388  -0.10
C: -0.29100 2.00059 1.96172  -0.25
O: -0.79443 0.94414 1.20250  -0.38
C: -0.96307 3.34032 1.54777  -0.55
F: -0.46644 3.82517 0.39083  0.13
F: -2.27735 3.19311 1.36674  0.17
F: -0.77203 4.29282 2.46986  0.17
C: -0.69455 1.78480 3.48167  -0.52
F: 0.26336 2.21093 4.30966  0.18
F: -0.93406 0.49255 3.75575  0.14
F: -1.82522 2.43412 3.81290  0.16
C: 1.15928 -2.23044 3.78460  -0.08
C: 1.34769 -2.73954 5.06902  0.01
C: 0.55499 -3.13437 2.72025  -0.25
O: -0.01900 -2.43501 1.65866  -0.30
C: -0.54274 -4.06657 3.30740  -0.55
F: -1.32444 -3.39722 4.16379  0.17
F: -0.04197 -5.13235 3.94769  0.17
F: -1.32974 -4.53163 2.32954  0.15
C: 1.69081 -4.00164 2.11383  -0.55
F: 1.21419 -4.97289 1.32052  0.16
F: 2.45487 -4.57477 3.04149  0.19
F: 2.47846 -3.21295 1.36305  0.16
H: 2.86066 -2.05855 8.02383  0.07
H: 1.13410 -2.41718 8.01100  0.08
H: 2.27967 -3.63229 7.44865  0.08
H: 2.93393 -0.14631 6.49893  0.12
H: 2.63244 0.76861 4.26821  0.11
H: 3.86412 -0.03286 1.89509  0.13
H: 5.07007 2.05922 1.34698  0.12
H: 5.05129 4.39710 0.82773  0.08
H: 3.51609 5.11723 0.31008  0.08
H: 4.01695 5.22205 1.99534  0.08
H: 1.42103 4.22034 1.55629  0.12
H: 1.01209 -3.73670 5.31738  0.12
C: 2.99733 -0.50238 -1.33705  -0.30
Sb: 1.10524 0.56061 -1.41531  1.39
C: 0.50545 -0.35477 -3.26552  -0.32
C: 1.91309 2.45960 -2.27992  -0.27
C: 1.68085 2.64026 -3.74643  -0.29
C: 2.69390 2.15646 -4.58263  -0.07
C: 2.64397 2.26858 -5.95833  -0.09
C: 1.55620 2.88808 -6.54755  -0.09
C: 0.53621 3.36598 -5.74752  -0.07
C: 0.55417 3.24387 -4.35478  -0.29
C: -0.63536 3.74725 -3.62697  -0.32
Sb: -2.07724 2.14163 -3.16399  1.33
C: -2.33923 1.68785 -5.26729  -0.32
C: -3.70729 3.57947 -3.10950  -0.33
H: 2.98813 -1.17768 -0.48145  -0.02
H: 3.82576 0.19491 -1.21825  0.00
H: 3.13854 -1.08317 -2.24807  0.01
H: 1.14213 -0.00536 -4.07460  0.01
H: -0.53019 -0.11806 -3.50532  -0.07
H: 0.60965 -1.43151 -3.15502  -0.02
H: 2.98334 2.38259 -2.09598  0.05
H: 1.50078 3.25212 -1.65893  0.04
H: 3.55217 1.68506 -4.11491  0.11
H: 3.44898 1.87986 -6.56847  0.10
H: 1.50293 2.99756 -7.62294  0.10
H: -0.32159 3.84205 -6.20868  0.11
H: -1.20883 4.42229 -4.26118  0.06
H: -0.39025 4.25887 -2.69648  0.05
H: -2.78111 2.54486 -5.77399  0.00
H: -2.98723 0.82162 -5.39814  0.00
H: -1.36770 1.47655 -5.71357  -0.01
H: -3.35178 4.50999 -2.66787  0.00
H: -4.52668 3.19580 -2.50497  -0.02
H: -4.06738 3.77684 -4.11733  0.00
C: -4.09620 0.46273 0.51733  -0.17
Si: -3.59976 -1.34499 0.24225  0.40
C: -3.65165 -2.17677 1.94334  -0.18
C: -4.94319 -2.09365 -0.86756  -0.18
C: -1.85166 -1.42499 -0.47889  -0.53
Si: -1.46676 -3.05045 -1.37109  0.44
C: -2.13897 -2.96314 -3.14635  -0.17
C: -2.21561 -4.62857 -0.63130  -0.17
C: 0.41395 -3.37230 -1.50810  -0.18
H: -4.98055 0.53781 1.15329  0.03
H: -4.32178 0.96313 -0.42800  0.02
H: -3.28961 1.00907 1.00286  -0.01
H: -4.60818 -2.00152 2.43871  0.04
H: -2.86661 -1.76996 2.58819  0.01
H: -3.50680 -3.25478 1.87448  0.02
H: -5.91853 -2.04450 -0.37889  0.03
H: -4.73979 -3.13956 -1.10460  0.01
H: -5.02030 -1.54975 -1.81164  0.03
H: -1.82577 -0.67522 -1.28474  -0.04
H: -3.22157 -2.81693 -3.14398  0.02
H: -1.93408 -3.89533 -3.67771  0.03
H: -1.69660 -2.15040 -3.72502  0.01
H: -2.44402 -5.33817 -1.42843  0.04
H: -3.13877 -4.44418 -0.07981  0.01
H: -1.51681 -5.11589 0.04647  0.01
H: 0.75294 -3.34894 -2.54512  0.02
H: 0.65835 -4.35967 -1.11665  0.02
H: 0.99609 -2.64011 -0.94386  -0.02

Atomic forces in eV per Å
Mo -0.3 1.4 -2.5
C -0.1 0.1 -0.1
C 0.0 -0.1 0.1
C 0.0 -0.1 -0.1
C -0.1 0.0 -0.2
C 0.0 -0.1 0.3
N 0.0 -0.5 -0.3
C 0.1 0.4 -0.1
C -0.1 -0.2 0.0
C 0.0 0.0 0.0
C 0.0 0.0 0.0
C -0.1 -0.1 0.1
C 0.1 -0.1 -0.1
C -0.1 -0.2 0.2
C 0.3 0.3 0.7
O -0.6 2.4 0.8
C -0.3 0.1 -0.6
F -0.2 -0.3 -0.1
F 0.1 0.0 0.0
F 0.1 -0.1 0.0
C -0.3 -0.2 0.3
F -0.1 0.0 -0.2
F 0.0 0.2 0.0
F 0.1 -0.1 -0.1
C -0.1 0.2 -0.2
C 0.1 0.1 0.1
C 0.6 -0.3 0.6
O 0.5 -3.0 1.6
C -0.5 0.0 -0.2
F 0.1 -0.1 -0.1
F 0.1 0.1 -0.1
F 0.1 0.0 0.1
C 0.2 0.1 -0.4
F 0.0 0.1 0.0
F -0.1 0.0 0.0
F -0.1 -0.1 0.1
H 0.0 0.0 0.0
H 0.0 0.0 0.1
H 0.0 0.0 0.1
H 0.0 0.0 0.0
H 0.0 0.0 0.1
H 0.0 0.0 0.0
H 0.0 0.0 0.0
H 0.0 0.0 0.0
H 0.1 0.0 0.0
H 0.0 0.0 0.0
H 0.0 0.0 -0.1
H 0.0 0.0 -0.1
C -0.1 0.1 0.0
Sb 0.6 -0.3 -0.7
C 0.0 0.1 0.0
C -0.6 -0.2 0.2
C 0.0 0.0 -0.3
C 0.0 0.0 0.1
C 0.1 -0.1 -0.1
C -0.1 0.0 -0.1
C 0.0 -0.1 0.0
C 0.4 -0.1 0.0
C -0.2 -0.3 0.4
Sb -0.2 0.7 -0.3
C 0.1 -0.1 0.2
C 0.1 -0.2 0.2
H 0.0 0.0 0.0
H 0.0 0.0 0.0
H 0.0 0.0 0.0
H 0.1 0.0 0.0
H 0.1 -0.1 0.0
H 0.0 0.1 0.0
H 0.0 0.0 0.2
H 0.0 0.1 0.0
H 0.0 0.0 0.0
H 0.0 0.0 0.0
H 0.0 0.0 0.0
H 0.0 0.0 0.0
H 0.0 0.1 0.1
H 0.0 0.0 0.1
H 0.0 0.0 0.0
H 0.0 0.0 0.0
H 0.0 -0.1 0.0
H 0.0 0.0 0.0
H 0.0 0.0 0.0
H 0.0 0.0 0.0
C 0.1 -0.3 -0.1
Si -0.3 0.3 0.1
C 0.0 0.0 -0.4
C 0.3 0.0 0.1
C -0.3 -0.3 0.3
Si 0.1 -0.2 -0.5
C 0.0 0.1 0.3
C 0.0 0.3 0.2
C -0.3 0.0 0.0
H 0.0 -0.1 0.0
H 0.1 0.0 0.0
H 0.0 0.1 0.0
H 0.0 0.1 0.0
H 0.0 0.0 0.1
H 0.1 0.0 0.1
H 0.0 0.0 0.1
H -0.1 0.0 0.0
H 0.0 0.0 0.0
H 0.1 0.0 0.0
H 0.0 0.0 0.0
H 0.0 0.0 0.0
H 0.0 0.0 0.0
H 0.0 0.1 -0.1
H 0.0 -0.1 0.0
H 0.0 0.0 0.0
H 0.0 0.0 0.0
H 0.0 0.0 0.1
H 0.1 0.0 0.0

Values from the calculation:
- LUMO level (spin up / spin down) (Ha) = -0.0319 / -0.0373
- spin multiplicity = 3
- highest occupied orbital energy (spin up / spin down) (eV) = -7.37 / -7.53
- F_max (eV Å⁻¹) = 3.37
- HOMO-LUMO gap (spin up / spin down) (eV) = 6.50 / 6.51